Entry 1:
# C3H5IO

A cluster of 2 separate species, C3H5IO in total (wB97M-V/def2-TZVPD, the OMol25 dataset).

```
10
C3H5IO wB97M-V/def2-TZVPD
I -2.969 0.322 0.089
O -0.009 -1.694 0.542
C 0.605 1.630 0.438
C 0.128 0.521 -0.023
C 0.324 -0.853 -0.529
H 0.025 2.217 1.203
H 1.470 -1.144 -0.644
H -0.837 -2.075 0.343
H 1.438 2.025 -0.007
H -0.176 -0.949 -1.412
```

Computed properties:
E in a.u.: -490.0970
HOMO-LUMO gap (alpha / beta) in eV: 6.593 / 6.605
Energy relative to the best compared isomer or geometry (same formula, charge and spin) in kJ/mol: 304.5

From a Löwdin analysis of the wavefunction, the atomic charges in e read:
1. I -0.03
2. O -0.07
3. C 0.04
4. C -0.08
5. C -0.32
6. H 0.11
7. H 0.18
8. H 0.04
9. H 0.06
10. H 0.07

---

Entry 2:
# C3H5IO

A cluster of 2 separate species, C3H5IO in total (wB97M-V/def2-TZVPD, the OMol25 dataset).

```
10
C3H5IO wB97M-V/def2-TZVPD
I 4.669 -0.009 0.001
O -0.227 -0.907 0.113
C -1.606 -0.503 -0.038
C 1.261 1.107 0.007
C 0.622 0.088 0.018
H -2.174 -1.291 0.222
H -1.638 -0.164 -1.024
H 1.802 1.918 -0.296
H 4.749 -1.594 0.026
H -1.924 0.182 0.628
```

Computed properties:
E in a.u.: -490.1051
HOMO-LUMO gap in eV: 10.109
SMILES: C#COC.I
Energy relative to the best compared isomer or geometry (same formula, charge and spin) in kJ/mol: 283.0

From a Löwdin analysis of the wavefunction, the atomic charges in e read:
1. I 0.44
2. O -0.07
3. C -0.01
4. C 0.05
5. C -0.26
6. H 0.06
7. H 0.09
8. H -0.01
9. H -0.36
10. H 0.06

---

Entry 3:
# C3H5IO

A cluster of 2 separate species, C3H5IO in total (wB97M-V/def2-TZVPD, the OMol25 dataset).

```
10
C3H5IO wB97M-V/def2-TZVPD
I -2.519 -0.332 -0.044
O 0.501 -2.209 -0.344
C -0.547 1.977 -0.086
C 1.148 -1.127 0.072
C -0.639 0.669 -0.121
H -1.249 2.764 -0.131
H 1.191 -1.077 1.178
H 1.993 -0.697 -0.492
H -0.335 -2.199 0.280
H 0.456 2.231 -0.311
```

Computed properties:
E in a.u.: -490.0710
HOMO-LUMO gap (alpha / beta) in eV: 8.067 / 8.062
Energy relative to the best compared isomer or geometry (same formula, charge and spin) in kJ/mol: 372.7

From a Löwdin analysis of the wavefunction, the atomic charges in e read:
1. I 0.69
2. O -0.08
3. C -0.21
4. C -0.06
5. C -0.67
6. H 0.03
7. H 0.09
8. H 0.09
9. H 0.09
10. H 0.02

---

Entry 4:
# C3H5IO2

A cluster of 3 separate species, C3H5IO2 in total (wB97M-V/def2-TZVPD, the OMol25 dataset).

```
11
C3H5IO2 wB97M-V/def2-TZVPD
I 3.990 2.153 -0.088
O 1.042 0.350 0.053
O -0.651 0.484 1.499
C -1.961 -1.236 -0.536
C -1.158 -1.858 -1.165
C -0.059 0.723 0.352
H 2.719 1.225 -0.191
H -2.697 -0.744 0.032
H -0.428 -2.358 -1.735
H -0.107 -0.088 2.071
H -0.691 1.349 -0.291
```

Computed properties:
E in a.u.: -565.4005
HOMO-LUMO gap in eV: 10.212
SMILES: O=CO.C#C.I
Energy relative to the best compared isomer or geometry (same formula, charge and spin) in kJ/mol: 185.5

From a Löwdin analysis of the wavefunction, the atomic charges in e read:
1. I 0.42
2. O -0.01
3. O 0.09
4. C -0.01
5. C 0.03
6. C -0.44
7. H -0.41
8. H 0.03
9. H 0.03
10. H 0.14
11. H 0.15

---

Entry 5:
# C3H5LaLiO4

A structure of composition C3H5LaLiO4 (wB97M-V/def2-TZVPD, the OMol25 dataset).

```
14
C3H5LaLiO4 wB97M-V/def2-TZVPD
La 4.890 0.655 0.446
O -2.286 -1.683 -1.124
O 2.536 -0.863 0.409
O 2.175 1.282 0.194
O 0.426 -0.184 0.218
C -1.819 0.456 -0.124
C 1.770 0.120 0.256
C -0.469 0.772 0.290
Li 2.251 -2.723 0.745
H -1.937 0.805 -1.178
H -0.087 1.790 0.137
H -1.748 -0.067 0.995
H -3.176 -1.596 -1.521
H -2.526 1.236 0.256
```

Computed properties:
E in a.u.: -455.4001
HOMO-LUMO gap (alpha / beta) in eV: 3.916 / 3.008
<S²>: 0.755
Spin multiplicity: 2
Total charge: +4

From a Löwdin analysis of the wavefunction, the atomic charges in e read:
1. La 2.81
2. O -0.01
3. O -0.16
4. O 0.01
5. O 0.18
6. C 0.00
7. C -0.68
8. C 0.05
9. Li 0.91
10. H 0.21
11. H 0.20
12. H 0.25
13. H 0.06
14. H 0.16

---

Entry 6:
# C3H5MnO3

A structure of composition C3H5MnO3 (wB97M-V/def2-TZVPD, the OMol25 dataset).

```
12
C3H5MnO3 wB97M-V/def2-TZVPD
Mn -0.744 -1.189 -1.501
O -0.474 0.975 -0.574
O 0.069 -2.582 -0.099
O 0.238 -0.477 -0.081
C 1.002 -3.346 0.121
C -0.992 3.046 0.345
C -0.126 2.034 0.119
H 0.789 -4.299 0.626
H -0.597 4.042 0.530
H 0.876 1.916 0.559
H 2.016 -3.048 -0.187
H -2.057 2.929 0.144
```

Computed properties:
E in a.u.: -1493.0998
HOMO-LUMO gap (alpha / beta) in eV: 9.030 / 7.796
<S²>: 12.023
Spin multiplicity: 7
Total charge: +2
Energy relative to the best compared isomer or geometry (same formula, charge and spin) in kJ/mol: 0.0

From a Löwdin analysis of the wavefunction, the atomic charges in e read:
1. Mn 1.40
2. O -0.07
3. O -0.13
4. O -0.20
5. C 0.09
6. C 0.29
7. C -0.09
8. H 0.14
9. H 0.13
10. H 0.18
11. H 0.13
12. H 0.13

---

Entry 7:
# C3H5N

A structure of composition C3H5N (wB97M-V/def2-TZVPD, the OMol25 dataset).

```
9
C3H5N wB97M-V/def2-TZVPD
N 1.607 -1.792 -1.527
C -0.834 1.377 -0.751
C 0.089 1.154 -1.474
C 1.541 -2.666 -0.803
H -1.634 1.557 -0.096
H 1.515 -3.501 -0.157
H -1.245 1.542 3.631
H -1.926 1.341 3.311
H 0.888 0.989 -2.134
```

Computed properties:
E in a.u.: -171.9182
HOMO-LUMO gap in eV: 11.440
Energy relative to the best compared isomer or geometry (same formula, charge and spin) in kJ/mol: 359.4

From a Löwdin analysis of the wavefunction, the atomic charges in e read:
1. N 0.06
2. C -0.01
3. C -0.03
4. C -0.07
5. H 0.00
6. H 0.04
7. H 0.00
8. H 0.00
9. H 0.00

---

Entry 8:
# C3H5N

An isolated molecule of C3H5N (wB97M-V/def2-TZVPD, the OMol25 dataset).

```
9
C3H5N wB97M-V/def2-TZVPD
N 1.980 -0.187 0.138
C -0.353 -0.658 -0.007
C 0.819 0.334 -0.063
C -1.522 -0.042 0.071
H 0.553 1.447 -0.125
H -2.490 -0.546 -0.087
H 2.758 0.336 -0.027
H -0.190 -1.735 -0.011
H -1.555 1.051 0.111
```

Computed properties:
E in a.u.: -172.0009
HOMO-LUMO gap in eV: 10.696
SMILES: [H]/N=C/C=C
Energy relative to the best compared isomer or geometry (same formula, charge and spin) in kJ/mol: 142.3

From a Löwdin analysis of the wavefunction, the atomic charges in e read:
1. N 0.08
2. C -0.16
3. C -0.23
4. C -0.02
5. H 0.12
6. H 0.06
7. H -0.01
8. H 0.10
9. H 0.05

---

Entry 9:
# C3H5N2

A cluster of 2 separate species, C3H5N2 in total (wB97M-V/def2-TZVPD, the OMol25 dataset).

```
10
C3H5N2 wB97M-V/def2-TZVPD
N -2.729 -0.293 0.029
N 1.708 -0.483 -0.100
C -1.619 -0.775 0.098
C -3.756 0.381 -0.092
C 0.907 0.483 0.134
H 0.553 0.668 1.139
H 2.014 -1.119 0.634
H -4.773 0.034 -0.083
H 2.060 -0.679 -1.034
H 0.594 1.145 -0.662
```

Computed properties:
E in a.u.: -226.3577
HOMO-LUMO gap (alpha / beta) in eV: 7.286 / 7.233
Total charge: +1
Energy relative to the best compared isomer or geometry (same formula, charge and spin) in kJ/mol: 616.0

From a Löwdin analysis of the wavefunction, the atomic charges in e read:
1. N -0.14
2. N 0.19
3. C 0.11
4. C 0.14
5. C 0.08
6. H 0.11
7. H 0.16
8. H 0.06
9. H 0.16
10. H 0.12

---

Entry 10:
# C3H5N2O

A structure of composition C3H5N2O (wB97M-V/def2-TZVPD, the OMol25 dataset).

```
11
C3H5N2O wB97M-V/def2-TZVPD
O 1.171 0.861 0.428
N -0.062 0.338 0.014
N 2.205 -0.451 -0.051
C 1.350 -1.353 -0.324
C -0.037 -0.910 -0.275
C -1.131 1.152 0.263
H -2.102 0.699 0.484
H -0.775 1.651 1.158
H -0.943 -1.415 -0.616
H -1.207 1.844 -0.529
H 1.531 -2.417 -0.553
```

Computed properties:
E in a.u.: -301.6327
HOMO-LUMO gap in eV: 10.824
Total charge: +1
Energy relative to the best compared isomer or geometry (same formula, charge and spin) in kJ/mol: 516.0

From a Löwdin analysis of the wavefunction, the atomic charges in e read:
1. O 0.07
2. N -0.15
3. N 0.31
4. C -0.06
5. C 0.07
6. C 0.03
7. H 0.14
8. H 0.13
9. H 0.18
10. H 0.12
11. H 0.16

---

One value per record, in order, for max |F|: 4.5 3.8 2.6 1.2 6.2 4.2 1.2 4.1 3.1 4.8 eV/A.